1.
{
  "formula": "C22H37F5N6O2S",
  "method": "the ωB97M-V functional and the def2-TZVPD basis",
  "lumo_ev": 0.6,
  "gap_ha": 0.4349,
  "species": ["S", "F", "F", "F", "F", "F", "O", "O", "N", "N", "N", "N", "N", "N", "C", "C", "C", "C", "C", "C", "C", "C", "C", "C", "C", "C", "C", "C", "C", "C", "C", "C", "C", "C", "C", "C", "H", "H", "H", "H", "H", "H", "H", "H", "H", "H", "H", "H", "H", "H", "H", "H", "H", "H", "H", "H", "H", "H", "H", "H", "H", "H", "H", "H", "H", "H", "H", "H", "H", "H", "H", "H", "H"],
  "xyz": [[-2.8946, -1.7745, 1.2251], [0.2188, -3.1223, -0.1475], [-2.5514, -4.7628, -1.0708], [-1.6019, -4.5404, 0.8495], [-3.2239, -0.5615, 0.3407], [-1.2018, -1.8493, -1.2570], [-1.5513, -1.7218, 1.6568], [-3.9011, -1.8628, 2.2217], [-2.7475, 2.2309, 2.6617], [-3.1736, -2.9955, 0.1367], [-1.3909, 0.6894, -3.0002], [0.0525, -4.6646, -3.4439], [-5.8760, 5.5864, 4.4065], [6.3046, -4.8077, -4.4440], [3.5180, -4.2386, -4.7737], [7.3520, -4.7633, -3.9759], [2.4919, -4.8650, -2.5281], [-4.7600, 5.3238, 4.4681], [8.6850, -4.7137, -3.3692], [-1.4892, 1.3047, -2.0358], [-0.8841, -3.1195, -0.9471], [1.1245, -4.7642, -3.0421], [3.4358, -3.9250, -3.2870], [-3.8833, 2.2730, 2.5013], [-2.6559, 5.9397, 5.5979], [-2.7325, 7.4052, 5.1845], [-1.5988, 2.0746, -0.7941], [-2.0457, -3.8347, -0.2152], [-5.6737, 3.2780, 1.1337], [-5.3303, 2.3248, 2.2839], [-3.3361, 5.0001, 4.5958], [0.9127, 1.9994, -0.3962], [-5.2314, 4.7152, 1.3925], [-0.3228, 2.8810, -0.5366], [7.9655, -2.9706, -1.6554], [8.5960, -4.3397, -1.8852], [4.2182, -3.5714, -5.2661], [-3.8691, -3.5965, 0.5713], [-0.1683, 3.5920, -1.3509], [-0.5968, -3.6706, -1.8474], [-0.4569, 3.4625, 0.3772], [2.8226, -5.9000, -2.6261], [9.1533, -5.6906, -3.4887], [4.4309, -4.0038, -2.8494], [-3.1142, 5.8185, 6.5810], [-2.8701, 5.0833, 3.6137], [6.9350, -2.9402, -2.0124], [-1.7809, 1.3834, 0.0290], [8.5275, -2.1880, -2.1682], [-2.4592, 2.7403, -0.8720], [7.9493, -2.7321, -0.5923], [-5.6786, 1.3157, 2.0612], [-5.6744, 5.1108, 2.3021], [-2.2110, 8.0330, 5.9068], [1.1129, 1.4449, -1.3142], [2.4746, -4.6149, -1.4663], [-6.7531, 3.2592, 0.9779], [-5.5255, 5.3540, 0.5590], [1.7924, 2.6074, -0.1829], [0.7915, 1.2823, 0.4177], [9.2862, -3.9835, -3.9125], [-2.2724, 7.5619, 4.2070], [-5.2113, 2.9158, 0.2126], [8.0176, -5.0970, -1.3528], [3.8527, -5.2583, -4.9425], [-3.2451, 3.9643, 4.9195], [-3.7654, 7.7527, 5.1359], [-5.8101, 2.6511, 3.2080], [-1.6098, 5.6455, 5.6940], [9.6015, -4.3493, -1.4619], [3.1062, -2.8923, -3.1520], [-4.1448, 4.7897, 1.4896], [2.5454, -4.1087, -5.2564]],
  "lowdin_charge": [0.575, 0.072, 0.113, 0.126, -0.116, 0.081, -0.199, -0.237, 0.173, 0.018, 0.153, 0.170, 0.162, 0.188, -0.149, -0.190, -0.170, -0.245, -0.182, -0.242, -0.294, -0.210, -0.264, -0.234, -0.255, -0.109, -0.198, -0.510, -0.242, -0.170, -0.191, -0.105, -0.110, -0.257, -0.106, -0.260, 0.056, 0.134, 0.110, 0.094, 0.103, 0.124, 0.118, 0.077, 0.112, 0.108, 0.063, 0.084, 0.079, 0.111, 0.074, 0.118, 0.021, 0.072, 0.070, 0.115, 0.111, 0.077, 0.070, 0.078, 0.121, 0.077, 0.104, 0.111, 0.056, 0.110, 0.071, 0.118, 0.110, 0.107, 0.113, 0.065, 0.071]
}

2.
{
  "formula": "C22H37FN2O2S",
  "method": "the ωB97M-V functional and the def2-TZVPD basis",
  "lumo_ev": -1.3,
  "gap_ha": 0.2710,
  "species": ["S", "F", "O", "O", "N", "N", "C", "C", "C", "C", "C", "C", "C", "C", "C", "C", "C", "C", "C", "C", "C", "C", "C", "C", "C", "C", "C", "C", "H", "H", "H", "H", "H", "H", "H", "H", "H", "H", "H", "H", "H", "H", "H", "H", "H", "H", "H", "H", "H", "H", "H", "H", "H", "H", "H", "H", "H", "H", "H", "H", "H", "H", "H", "H", "H"],
  "xyz": [[-5.7976, -0.5415, -7.3120], [-3.9987, 4.3133, -3.2159], [-0.4063, 0.0989, -3.7536], [-2.4166, -0.0922, -4.8624], [-4.8436, 0.8958, -7.2247], [-6.3894, -0.5471, -5.6884], [-5.9310, 0.5751, -4.9140], [-3.3526, 3.5600, -6.0875], [-2.4513, -1.1160, -0.6675], [-1.2885, 2.1922, -5.0123], [-0.6210, -2.8232, -0.1776], [5.6813, 0.1349, 6.9010], [-0.1942, -1.9791, 2.2303], [4.7203, 0.7584, 5.8874], [4.9995, -0.8195, 7.8719], [5.8435, -0.3111, 3.1573], [-6.1754, 0.9840, -3.4217], [-4.6080, 3.1190, -3.7387], [-4.3600, 2.6682, -5.1923], [4.9623, -1.1065, 4.1104], [-0.8989, -2.9862, 1.3200], [-0.9700, -1.4550, -0.7639], [-5.0001, 1.4132, -5.8838], [-1.4660, 0.6678, -4.5679], [-5.5574, 2.2535, -2.7871], [1.3245, -2.0672, 2.1671], [4.0274, -0.2313, 4.9456], [-2.0603, 2.5976, -6.3624], [-3.8396, 3.8874, -7.0835], [-2.6481, -0.1496, -1.1407], [-3.0441, 4.5159, -5.5121], [5.5887, -1.7272, 4.7588], [1.7714, -1.3580, 2.8696], [3.3635, -0.8814, 5.5263], [-3.0583, -1.8699, -1.1759], [0.4364, -3.0308, -0.3758], [-6.8375, 0.3169, -2.7781], [-1.3834, 3.2204, -7.0707], [6.4563, -0.9892, 2.5569], [1.7015, -1.8264, 1.1701], [-2.3457, 1.6472, -6.9417], [-0.6819, -1.4486, -1.8202], [-1.6255, 2.9408, -4.1930], [-0.3804, -0.6684, -0.2807], [-0.6031, -3.9995, 1.6170], [3.9477, 1.3170, 6.4292], [5.2672, 1.5010, 5.2966], [5.2371, 0.2897, 2.4740], [6.5210, 0.3561, 3.6959], [1.6690, -3.0700, 2.4351], [4.5691, -1.6811, 7.3559], [-5.7311, 2.6090, -1.7154], [-0.1514, 2.3619, -5.1685], [-1.1831, -3.5944, -0.7176], [-0.2997, 0.6902, -2.9730], [-0.5136, -0.9592, 1.9941], [5.7239, -1.1978, 8.5983], [4.3516, -1.7992, 3.5207], [4.2027, -0.3125, 8.4231], [3.3749, 0.3358, 4.2706], [-2.7831, -1.0481, 0.3717], [6.4971, -0.3835, 6.3875], [-0.5095, -2.1678, 3.2623], [6.1458, 0.9422, 7.4774], [-1.9778, -2.9252, 1.4986]],
  "nbo_charge": [0.844, -0.349, -0.725, -0.544, -0.592, -0.566, 0.115, -0.441, -0.609, -0.548, -0.396, -0.398, -0.398, -0.397, -0.610, -0.610, -0.207, 0.374, -0.065, -0.400, -0.397, -0.410, 0.143, 0.796, -0.243, -0.611, -0.398, -0.407, 0.240, 0.203, 0.229, 0.194, 0.208, 0.200, 0.208, 0.199, 0.248, 0.218, 0.209, 0.201, 0.249, 0.221, 0.249, 0.184, 0.200, 0.200, 0.199, 0.201, 0.200, 0.202, 0.201, 0.253, 0.245, 0.203, 0.485, 0.192, 0.209, 0.204, 0.201, 0.199, 0.197, 0.194, 0.201, 0.201, 0.199]
}

3.
{
  "formula": "C22H37IrO3Si",
  "method": "the ωB97M-V functional and the def2-TZVPD basis",
  "multiplicity": 5,
  "lumo_ev": [0.6, -1.4],
  "gap_ha": [0.2094, 0.2599],
  "species": ["Ir", "Si", "O", "O", "O", "C", "C", "C", "C", "C", "C", "C", "C", "C", "C", "C", "C", "C", "C", "C", "C", "C", "C", "C", "C", "C", "C", "H", "H", "H", "H", "H", "H", "H", "H", "H", "H", "H", "H", "H", "H", "H", "H", "H", "H", "H", "H", "H", "H", "H", "H", "H", "H", "H", "H", "H", "H", "H", "H", "H", "H", "H", "H", "H"],
  "xyz": [[2.4717, 1.1186, 0.8653], [4.7277, 1.4852, 3.5840], [3.3666, 0.9559, 2.8480], [-4.6631, -1.3411, -2.6402], [-1.5617, -0.3536, 0.4288], [5.8717, 2.3152, 2.3131], [3.5789, -0.8445, 1.0923], [1.3683, 2.5971, 2.0855], [4.0584, 0.0502, 0.0542], [-1.7031, -0.4307, -1.0021], [2.4163, 3.2694, 1.3685], [-1.8349, -1.6626, 0.9750], [-6.2345, -2.6593, -3.4752], [-5.5612, -1.3052, -3.8135], [-4.8294, -1.2949, -5.1463], [4.2452, 2.7388, 4.9160], [0.4955, 1.9761, 1.1343], [1.9812, -0.8318, -0.5642], [2.1958, 3.0635, -0.0344], [1.0155, 2.2608, -0.1802], [-2.3575, -1.7607, -1.3042], [-6.5588, -0.1845, -3.6702], [2.9890, 0.1406, -0.9334], [2.3394, -1.4220, 0.6597], [-2.9104, -2.2321, 0.0698], [-5.2984, -2.6643, -2.2664], [5.6325, 0.0184, 4.3725], [-2.1489, -1.5753, 2.0210], [3.2415, 3.8160, 1.8116], [-7.2619, -0.2265, -4.5133], [6.4782, 0.3461, 4.9902], [-7.0899, -0.3068, -2.7145], [1.2769, 2.5158, 3.1609], [-3.0219, -3.3226, 0.1050], [4.1099, -1.1215, 1.9916], [-4.1490, -2.1525, -5.2402], [3.7990, 3.6353, 4.4721], [-5.7611, -2.5623, -1.2694], [-4.5714, -3.4989, -2.2537], [-0.3762, 1.3772, 1.3708], [1.0997, -1.0934, -1.1614], [6.7610, 2.7422, 2.7969], [-3.1676, -1.5719, -2.0214], [-0.9290, -2.2870, 0.8960], [6.2133, 1.5905, 1.5634], [-4.2657, -0.3662, -5.2894], [2.8249, 3.4624, -0.8263], [5.1128, 3.0537, 5.5083], [3.0178, 0.7490, -1.8369], [0.5638, 1.9393, -1.1158], [-7.2959, -2.5547, -3.2358], [-5.5880, -1.3449, -5.9390], [3.5060, 2.3077, 5.6019], [4.9551, -0.5594, 5.0138], [-6.0628, -3.4236, -4.2375], [-1.6474, -2.4838, -1.7348], [5.0153, 0.5513, 0.0131], [-3.8799, -1.7365, 0.2728], [5.3543, 3.1251, 1.7844], [-6.0664, 0.7907, -3.6769], [6.0261, -0.6640, 3.6096], [-0.7368, -0.3374, -1.5396], [1.7895, -2.1912, 1.2059], [-2.3658, 0.3758, -1.3201]],
  "nbo_charge": [1.130, 1.907, -1.199, -0.569, -0.555, -1.135, -0.228, -0.261, -0.339, -0.071, -0.284, -0.067, -0.466, 0.281, -0.629, -1.139, -0.323, -0.283, -0.337, -0.319, -0.473, -0.625, -0.343, -0.274, -0.432, -0.066, -1.139, 0.193, 0.247, 0.212, 0.231, 0.213, 0.260, 0.213, 0.257, 0.216, 0.226, 0.191, 0.191, 0.281, 0.230, 0.233, 0.284, 0.159, 0.223, 0.219, 0.245, 0.228, 0.244, 0.248, 0.214, 0.214, 0.236, 0.236, 0.213, 0.189, 0.248, 0.201, 0.223, 0.218, 0.227, 0.162, 0.234, 0.179]
}